A cluster of 3 separate species, C33H74ClFN7O9P2S in total, computed with the ωB97M-V functional and the def2-TZVPD basis.

Structure (ORCA input):
```
! wB97M-V def2-TZVPD RIJCOSX def2/J DEFGRID3
* xyz 1 1
C -0.525 5.409 1.890
C -2.020 5.814 1.865
C -2.644 5.815 0.427
C -3.181 4.423 0.014
O -4.129 4.587 -1.043
C -4.872 3.377 -1.194
C -6.072 3.523 -0.172
C -7.297 2.612 -0.414
C -7.091 1.098 -0.074
S -5.540 3.432 -2.907
O -4.581 3.858 -3.877
O -6.622 4.354 -2.856
F -6.203 2.021 -3.276
C -4.096 2.088 -0.791
N -2.607 2.136 -1.020
C -2.100 1.017 -0.119
C -0.582 0.724 -0.229
C -0.112 0.059 1.109
C -0.828 -1.304 1.215
O -1.878 -1.368 1.750
O -0.276 -2.447 0.701
C -0.570 -2.595 -0.712
C -0.766 -4.061 -1.131
C -2.224 1.829 -2.422
C -2.736 0.475 -2.972
O -1.991 -0.442 -2.962
O -3.994 0.307 -3.455
C -2.049 3.442 -0.468
C -0.969 4.135 -1.335
C -1.466 4.988 -2.545
C -0.515 4.839 -3.784
Cl 0.749 6.145 -3.717
H 0.060 5.897 1.089
H -0.041 5.704 2.838
H -0.371 4.316 1.790
H -2.071 6.865 2.202
H -2.588 5.184 2.570
H -3.548 6.450 0.521
H -2.009 6.309 -0.318
H -3.629 4.035 0.953
H -6.406 4.572 -0.256
H -5.729 3.384 0.869
H -7.747 2.666 -1.414
H -8.087 2.964 0.281
H -6.385 0.911 0.752
H -8.066 0.608 0.068
H -6.654 0.619 -0.979
H -4.586 1.214 -1.241
H -4.239 1.967 0.295
H -2.316 1.233 0.943
H -2.647 0.073 -0.314
H 0.014 1.637 -0.408
H -0.342 0.022 -1.043
H -0.409 0.658 1.985
H 0.985 -0.054 1.097
H 0.260 -2.168 -1.306
H -1.500 -2.027 -0.918
H -0.591 -4.123 -2.219
H -0.007 -4.710 -0.658
H -1.793 -4.415 -0.953
H -2.661 2.621 -3.065
H -1.150 1.816 -2.631
H -4.271 -0.566 -3.121
H -1.530 3.197 0.478
H -0.170 3.454 -1.686
H -0.438 4.831 -0.662
H -2.473 4.734 -2.912
H -1.483 6.072 -2.340
H -1.108 5.071 -4.683
H -0.042 3.850 -3.846
O 2.920 4.121 2.046
P 4.313 4.670 2.331
N 5.026 4.269 0.812
C 5.811 3.119 0.429
C 4.541 5.013 -0.342
N 4.661 3.606 3.665
C 5.097 2.231 3.467
C 3.588 3.614 4.662
N 5.757 5.593 2.792
C 5.615 7.040 2.622
C 7.119 5.175 2.634
H 6.628 3.426 -0.231
H 5.193 2.384 -0.106
H 6.282 2.601 1.259
H 5.229 5.831 -0.590
H 3.559 5.454 -0.154
H 4.440 4.375 -1.224
H 4.527 1.705 2.690
H 5.012 1.656 4.391
H 6.161 2.187 3.226
H 2.752 2.967 4.370
H 3.195 4.624 4.805
H 3.967 3.278 5.629
H 5.788 7.351 1.582
H 6.308 7.584 3.268
H 4.605 7.358 2.903
H 7.502 5.364 1.622
H 7.269 4.124 2.876
H 7.745 5.732 3.337
O 1.142 -7.443 -0.746
P 1.603 -8.861 -0.437
N 0.904 -9.628 -1.815
C -0.357 -10.319 -1.953
C 1.494 -9.298 -3.104
N 0.738 -9.013 1.067
C -0.684 -9.320 1.116
C 0.999 -7.882 1.962
N 2.455 -10.356 -0.007
C 3.864 -10.372 -0.406
C 1.899 -11.676 0.013
H -0.232 -11.204 -2.584
H -1.110 -9.667 -2.418
H -0.776 -10.679 -1.018
H 2.199 -10.079 -3.417
H 2.044 -8.355 -3.065
H 0.736 -9.192 -3.883
H -1.274 -8.754 0.385
H -1.095 -9.118 2.108
H -0.860 -10.389 0.972
H 0.391 -7.007 1.705
H 2.050 -7.583 1.917
H 0.789 -8.161 2.996
H 3.987 -10.645 -1.464
H 4.440 -11.072 0.204
H 4.310 -9.384 -0.261
H 1.890 -12.143 -0.983
H 0.891 -11.704 0.423
H 2.503 -12.308 0.671
*
```

The calculation puts the LUMO energy at -2.57 eV. For the total energy, the calculation gives -4002.664661 a.u. Its HOMO-LUMO gap is 0.22936 hartree.